# C11H21NSi

2 unconnected molecules or ions with the total composition C11H21NSi at a distorted geometry (ωB97M-V/def2-TZVPD, the Open Molecules 2025 dataset).

The total energy comes out at -21110.5168 eV. As for the net charge: 0. As for the energy above the lowest of the compared OMol25 structures with the same formula, charge and spin: 590.6 kJ/mol. The value obtained for the HOMO energy (alpha / beta) is -0.32164 / -0.31349 Eh. As for the spin multiplicity: 1. The value obtained for the gap between HOMO and LUMO (alpha / beta) is 7.80 / 8.28 eV. The value obtained for the LUMO energy (alpha / beta) is -0.9 / -0.2 eV.

Element x y z (Å)
C 2.855 0.620 -0.107
C 3.083 -1.478 1.770
C 2.194 -1.304 0.828
C 1.899 -1.146 -2.233
C -1.349 -0.625 -1.462
C -1.523 -1.266 0.910
C -2.582 0.770 0.171
C 0.466 2.434 -0.564
C 0.459 1.177 2.238
C 1.728 -0.119 0.064
C -1.401 -0.093 -0.011
N 3.834 1.234 -0.285
Si 0.207 0.873 0.425
H 3.630 -2.390 2.163
H 3.372 -0.544 2.306
H 1.812 -2.319 0.416
H 1.268 -1.982 -2.231
H 2.985 -1.424 -2.059
H 1.634 -0.253 -2.847
H -0.540 -0.096 -2.088
H -1.366 -1.715 -1.712
H -2.313 -0.238 -1.867
H -1.396 -1.191 2.056
H -0.848 -2.049 0.629
H -2.454 -1.812 0.869
H -2.829 1.702 -0.445
H -3.518 0.161 0.232
H -2.709 0.997 1.252
H 1.392 2.951 -0.200
H 0.622 2.450 -1.603
H -0.310 3.145 -0.314
H 0.670 0.253 2.663
H 1.320 1.887 2.337
H -0.382 1.675 2.739

---

# C8H38O13

14 unconnected molecules or ions with the total composition C8H38O13 at a distorted geometry (ωB97M-V/def2-TZVPD, the Open Molecules 2025 dataset).

The total energy comes out at -35525.8770 eV. As for the net charge: 0. As for the energy above the lowest of the compared OMol25 structures with the same formula, charge and spin: 531.6 kJ/mol. The value obtained for the HOMO energy is -0.32333 Eh. As for the spin multiplicity: 1. The value obtained for the gap between HOMO and LUMO is 8.94 eV. The value obtained for the LUMO energy is 0.1 eV.

Element x y z (Å)
C 3.585 -0.771 -0.166
C 2.125 -0.924 -0.569
C 1.870 -1.964 -1.230
C 0.133 0.508 -0.528
C 1.143 -0.040 0.114
C -3.095 2.602 0.643
C -1.918 2.068 -0.178
C -0.974 1.176 0.215
H 4.260 -1.319 -0.762
H 3.767 -0.945 0.848
H 3.811 0.358 -0.271
H 0.932 -2.395 -1.682
H 2.633 -2.533 -1.615
H -0.117 0.488 -1.557
H 1.451 0.120 1.245
H -2.957 3.565 1.261
H -3.862 2.962 -0.006
H -3.452 1.796 1.232
H -2.163 2.521 -1.208
H -0.951 0.808 1.265
H -1.611 -2.624 3.833
H -1.464 -2.198 2.414
O -1.151 -2.007 3.317
H -2.516 -2.943 -2.004
H -1.641 -1.745 -2.282
O -2.330 -2.045 -1.690
H 0.571 -4.275 0.404
H -0.114 -3.640 -0.736
O -0.273 -4.287 -0.156
H 1.789 1.437 2.641
H 1.575 2.847 2.705
O 2.244 2.247 2.421
H 1.961 2.864 0.075
H 2.816 3.929 0.454
O 2.462 3.549 -0.271
H 0.704 -3.027 2.115
H 1.525 -2.128 1.388
O 1.565 -3.090 1.749
H -0.662 3.956 3.111
H -0.016 3.661 1.769
O 0.078 4.081 2.742
H -1.882 2.469 -4.048
H -2.023 1.270 -2.918
O -1.365 1.819 -3.456
H 0.415 -1.048 3.371
H 1.336 -0.783 4.608
O 1.205 -0.562 3.653
H -1.377 -3.888 1.237
H -2.742 -3.336 0.931
O -2.110 -3.579 1.585
H -0.834 -0.256 -3.890
H 0.397 -0.957 -3.647
O -0.521 -1.037 -3.570
H -3.298 -0.284 -1.673
H -4.027 0.846 -1.125
O -3.486 0.635 -1.929
H 1.225 2.778 -2.926
H 2.865 2.185 -2.852
O 1.990 2.215 -3.333

---

# C18H30BrClF3INO5

A molecular structure, C18H30BrClF3INO5 at a distorted geometry (ωB97M-V/def2-TZVPD, the Open Molecules 2025 dataset).

The total energy comes out at -129682.8148 eV. As for the net charge: +1. The value obtained for the HOMO energy is -0.39976 Eh. As for the spin multiplicity: 1. The value obtained for the gap between HOMO and LUMO is 5.53 eV. The value obtained for the LUMO energy is -5.3 eV.

Element x y z (Å)
C 3.829 -1.706 0.586
O 5.113 -1.191 0.136
C 5.132 0.268 0.284
C 4.585 0.862 -1.116
C 3.631 2.143 -0.945
C 2.399 1.884 0.059
C 2.399 2.463 1.484
N 1.299 2.237 2.385
Br 1.451 2.958 4.116
C 0.101 1.467 2.029
I -1.398 1.238 3.551
C -0.073 0.819 0.645
C -1.270 -0.020 0.084
F -2.387 -0.242 0.872
F -0.762 -1.308 -0.298
F -1.736 0.563 -1.142
C 1.137 1.033 -0.348
Cl 1.195 0.320 -2.020
H 2.977 -1.311 -0.091
H 3.787 -2.849 0.555
H 3.570 -1.397 1.658
H 4.474 0.522 1.183
H 6.193 0.655 0.518
H 5.490 1.202 -1.736
H 3.986 0.037 -1.637
H 4.179 3.078 -0.546
H 3.174 2.410 -1.970
H 3.317 3.058 1.821
C -3.691 5.625 -1.775
O -4.334 4.722 -0.884
C -3.730 3.433 -0.883
C -2.803 3.253 0.316
O -1.675 4.127 0.239
C -1.824 5.282 1.055
H -4.006 6.638 -1.521
H -2.601 5.571 -1.697
H -3.994 5.408 -2.803
H -3.199 3.250 -1.822
H -4.541 2.701 -0.808
H -2.413 2.232 0.307
H -3.342 3.401 1.258
H -1.640 5.017 2.100
H -2.818 5.725 0.961
H -1.087 6.019 0.742
C -1.942 -6.355 1.354
O -2.502 -5.670 0.242
C -1.796 -4.474 -0.074
C -0.845 -4.680 -1.249
O 0.208 -5.584 -0.914
C -0.024 -6.897 -1.409
H -2.334 -7.373 1.361
H -0.851 -6.406 1.297
H -2.237 -5.857 2.282
H -1.261 -4.094 0.804
H -2.545 -3.727 -0.359
H -0.374 -3.722 -1.492
H -1.383 -5.025 -2.137
H 0.193 -6.927 -2.479
H -1.052 -7.225 -1.236
H 0.648 -7.580 -0.892

---

# C20H26CeO5S

A molecular structure, C20H26CeO5S at a distorted geometry (ωB97M-V/def2-TZVPD, the Open Molecules 2025 dataset).

The total energy comes out at -55159.6384 eV. Its expectation value of S² is 0.75. As for the net charge: +1. As for the energy above the lowest of the compared OMol25 structures with the same formula, charge and spin: 52.8 kJ/mol. The value obtained for the HOMO energy (alpha / beta) is -0.44126 / -0.45302 Eh. As for the spin multiplicity: 2. The value obtained for the gap between HOMO and LUMO (alpha / beta) is 8.27 / 8.60 eV. The value obtained for the LUMO energy (alpha / beta) is -3.7 / -3.7 eV.

Element x y z (Å)
Ce -1.091 -0.270 0.417
C -4.463 -0.302 -0.166
C -4.389 -1.611 0.646
C -4.777 -1.328 2.101
C -3.002 -2.240 0.518
C -2.373 -2.386 -0.738
C -1.082 -2.908 -0.844
C -0.362 -3.309 0.288
C 1.020 -3.879 0.184
C -1.014 -3.236 1.520
C -2.297 -2.706 1.635
H -5.395 0.213 0.060
H -4.443 -0.473 -1.242
H -3.648 0.379 0.126
H -5.117 -2.308 0.224
H -4.025 -0.700 2.581
H -4.898 -2.247 2.673
H -5.730 -0.803 2.133
H -2.937 -2.221 -1.648
H -0.658 -3.071 -1.828
H 1.609 -3.345 -0.561
H 0.981 -4.929 -0.112
H 1.532 -3.824 1.144
H -0.535 -3.643 2.402
H -2.763 -2.712 2.610
O -0.265 1.540 3.712
S -0.568 0.879 2.505
O -2.020 0.757 2.102
O 0.009 1.487 1.234
O -0.114 -0.556 2.366
C 4.350 4.290 -2.859
C 3.566 3.308 -2.047
C 2.341 2.810 -2.491
C 1.643 1.864 -1.772
C 0.274 1.451 -2.253
C 2.206 1.361 -0.576
C 1.692 0.187 0.062
O 0.874 -0.618 -0.458
C 3.376 1.956 -0.043
C 3.887 1.590 1.324
C 4.038 2.902 -0.799
H 3.866 4.506 -3.810
H 5.348 3.898 -3.060
H 4.473 5.227 -2.314
H 1.924 3.193 -3.416
H -0.067 2.147 -3.017
H -0.456 1.504 -1.432
H 0.286 0.450 -2.687
H 2.196 -0.127 0.978
H 3.076 1.638 2.054
H 4.664 2.282 1.639
H 4.309 0.584 1.352
H 4.949 3.348 -0.417